1.
{
  "formula": "C3H15N4",
  "method": "the ωB97M-V functional and the def2-TZVPD basis",
  "relative_energy_kcal_mol": 0.3,
  "e_tot_ha": -342.08808,
  "molar_mass_g_mol": 107.18,
  "charge": 1,
  "orbital_gap_ev": 10.18,
  "spin_multiplicity": 1,
  "symbols": ["C", "N", "C", "N", "H", "H", "H", "H", "H", "H", "H", "H", "H", "N", "C", "N", "H", "H", "H", "H", "H", "H"],
  "positions_angstrom": [[1.340779, -1.463058, -1.264477], [1.247556, -1.699792, -2.702258], [1.582509, 0.028824, -1.120380], [1.677392, 0.440649, 0.331510], [2.184241, -2.030706, -0.873623], [0.452493, -1.759184, -0.693325], [1.446892, -2.652787, -2.979271], [0.306941, -1.535665, -3.038224], [0.804170, 0.661751, -1.548501], [2.485602, 0.345723, -1.639008], [2.075539, 1.371598, 0.396276], [0.650680, 0.411400, 0.790441], [2.258852, -0.185833, 0.884478], [-0.819632, 0.280062, 1.483456], [-1.936185, 1.176892, 1.031294], [-3.079180, 1.290964, 1.883977], [-0.716702, 0.434254, 2.480686], [-1.139332, -0.675003, 1.397498], [-1.493199, 2.167048, 0.918792], [-2.247149, 0.852503, 0.042109], [-3.521237, 0.401745, 2.071658], [-2.845799, 1.711515, 2.772846]],
  "forces_ev_per_a": [[-0.147, 0.125, -0.638], [-0.325, -0.230, -0.031], [0.372, 0.522, 0.382], [-0.756, -0.239, -0.072], [0.108, 0.080, 0.081], [-0.029, -0.034, 0.011], [0.240, -0.013, 0.268], [-0.031, 0.218, -0.006], [-0.296, -0.349, 0.017], [0.182, -0.301, 0.124], [-0.028, 0.144, 0.152], [0.471, 0.146, -0.121], [0.183, -0.050, -0.154], [-0.276, 0.163, -0.155], [0.256, 0.405, -0.056], [0.286, -0.238, 0.122], [0.161, -0.018, 0.164], [-0.043, -0.322, 0.047], [-0.090, 0.037, -0.008], [0.007, -0.149, -0.062], [-0.167, -0.060, -0.113], [-0.078, 0.165, 0.048]]
}

2.
{
  "formula": "C3H15N4",
  "method": "the ωB97M-V functional and the def2-TZVPD basis",
  "relative_energy_kcal_mol": 38.3,
  "e_tot_ha": -342.02752,
  "molar_mass_g_mol": 107.18,
  "charge": 1,
  "orbital_gap_ev": 8.33,
  "spin_multiplicity": 1,
  "symbols": ["N", "C", "N", "H", "H", "H", "H", "H", "H", "C", "N", "C", "N", "H", "H", "H", "H", "H", "H", "H", "H", "H"],
  "positions_angstrom": [[1.091649, -2.447691, -2.088367], [2.091582, -1.480434, -1.587045], [1.613485, -0.175035, -0.940596], [0.474203, -2.710723, -1.388011], [0.488687, -2.023472, -2.788903], [2.651471, -1.958236, -0.775429], [2.733029, -1.198398, -2.426114], [0.761931, 0.041852, -1.561128], [1.139878, -0.591282, -0.108524], [-1.196411, 1.100590, 1.939184], [-0.116557, 0.420117, 2.714815], [-0.924476, 0.992813, 0.442425], [-2.128198, 1.426864, -0.365879], [-1.457616, 2.163628, 2.160923], [-2.125722, 0.516265, 2.137379], [0.718023, 0.869446, 2.387795], [-0.218632, 0.660909, 3.671383], [-0.880794, -0.088755, 0.208281], [0.002578, 1.454232, 0.085473], [-1.950808, 1.556610, -1.362107], [-2.911220, 0.740408, -0.273411], [-2.471838, 2.319923, 0.025208]],
  "forces_ev_per_a": [[1.326, 1.783, -1.037], [-0.065, 0.237, 0.069], [-2.498, -1.850, -1.015], [-1.141, -0.906, 1.856], [0.371, -0.014, -0.306], [0.185, -0.084, -0.548], [0.025, -0.205, 0.278], [1.543, 0.059, 0.994], [0.460, 0.775, -0.396], [-1.074, -0.433, 0.296], [-1.046, 0.965, -2.201], [0.040, -2.060, -0.061], [-0.817, 0.478, 0.829], [0.566, -0.450, 0.295], [0.407, 0.433, -0.084], [0.923, 0.008, 0.237], [-0.094, 0.101, 1.055], [0.406, 0.567, 0.121], [-0.443, 0.264, 0.019], [0.190, 0.008, 0.015], [0.740, 0.571, -0.012], [-0.004, -0.246, -0.405]]
}

3.
{
  "formula": "C3H15NO3",
  "method": "the ωB97M-V functional and the def2-TZVPD basis",
  "relative_energy_kcal_mol": 23.7,
  "e_tot_ha": -403.74952,
  "molar_mass_g_mol": 113.16,
  "charge": 0,
  "orbital_gap_ev": 10.92,
  "spin_multiplicity": 1,
  "symbols": ["C", "C", "N", "C", "H", "H", "H", "H", "H", "H", "H", "H", "H", "O", "H", "H", "O", "H", "H", "O", "H", "H"],
  "positions_angstrom": [[-0.114267, -1.896997, -0.454689], [1.097637, -1.512406, 0.347132], [1.135905, -0.030889, 0.414434], [2.445132, 0.422916, 1.119593], [-0.438473, -2.935317, -0.489114], [-0.031037, -1.678248, -1.528095], [-1.029515, -1.445341, -0.073730], [1.990876, -1.894156, -0.178320], [1.121726, -1.962951, 1.336297], [0.569005, 0.345758, 1.179286], [2.280619, 1.484905, 1.292258], [2.517294, -0.079294, 2.094787], [3.335624, 0.272931, 0.512417], [-2.411492, 1.137466, -1.188689], [-1.550334, 1.237714, -1.629207], [-2.863668, 1.979051, -1.257072], [-3.321721, 1.183486, 1.801513], [-3.456570, 1.953319, 1.235356], [-2.924659, 0.611056, 1.131088], [0.345434, 1.228501, -1.868493], [0.578654, 0.840475, -2.707643], [0.723837, 0.738027, -1.089109]],
  "forces_ev_per_a": [[-1.367, -0.637, -0.722], [-0.021, 0.177, -0.485], [2.639, 0.395, 1.768], [-1.371, -0.217, -0.738], [0.743, -0.511, 0.497], [0.138, 0.506, 0.379], [0.095, 0.592, -0.047], [-0.125, 0.490, 0.231], [-0.162, -0.079, 0.251], [-1.080, -0.775, -0.767], [0.380, 0.075, 0.024], [0.253, 0.012, -0.275], [-0.107, -0.125, -0.009], [-0.214, -0.277, 0.166], [0.249, 0.096, 0.174], [0.050, 0.148, -0.191], [0.152, 0.089, -0.605], [-0.161, 0.218, 0.407], [0.061, -0.303, 0.152], [-0.495, 0.625, 0.177], [0.333, -0.362, -0.037], [0.009, -0.138, -0.352]]
}

4.
{
  "formula": "C3H15NO4",
  "method": "the ωB97M-V functional and the def2-TZVPD basis",
  "relative_energy_kcal_mol": 9.5,
  "e_tot_ha": -479.01361,
  "molar_mass_g_mol": 129.16,
  "charge": 0,
  "orbital_gap_ev": 8.60,
  "spin_multiplicity": 1,
  "symbols": ["C", "C", "C", "N", "H", "H", "H", "H", "H", "H", "H", "O", "H", "H", "O", "H", "H", "O", "H", "H", "O", "H", "H"],
  "positions_angstrom": [[0.747244, 0.921534, 2.552452], [-0.352051, 0.587190, 1.874951], [-1.449856, 1.558035, 1.601526], [-0.591778, -0.670640, 1.405549], [1.434156, 0.129489, 2.808752], [1.067725, 1.876405, 2.949947], [-1.104291, 2.571879, 1.655444], [-2.241229, 1.504677, 2.349240], [-1.932797, 1.464719, 0.641470], [-1.372459, -0.766178, 0.785675], [0.136233, -1.377838, 1.345509], [1.094446, -2.746125, -2.587227], [0.772933, -3.045859, -3.449996], [1.091025, -1.779791, -2.632716], [-1.881510, -1.318059, -1.205529], [-1.598022, -2.191764, -1.492371], [-1.367372, -0.699813, -1.726666], [0.312558, -0.012977, -2.298577], [0.890822, 0.252127, -1.547089], [0.244773, 0.770026, -2.854906], [2.043244, 1.130565, -0.437490], [2.615602, 0.470204, -0.015991], [1.440609, 1.372205, 0.278042]],
  "forces_ev_per_a": [[1.150, -0.163, 0.399], [-0.132, 0.217, -0.153], [-0.514, 0.483, 0.323], [0.034, -0.314, 0.194], [0.223, -0.253, -0.046], [-0.707, 0.163, -0.215], [0.435, 0.531, 0.089], [-0.014, -0.318, 0.099], [-0.020, -0.407, -0.456], [-0.001, -0.406, -0.409], [-0.379, 0.492, 0.103], [-0.072, -0.274, -0.237], [0.165, 0.161, 0.313], [-0.217, 0.032, -0.098], [-0.754, -0.368, 0.348], [0.120, 0.066, -0.030], [0.548, 0.140, -0.215], [0.092, 0.158, 0.064], [-0.082, 0.197, -0.259], [0.151, -0.028, 0.015], [0.168, -0.450, -0.052], [-0.091, 0.260, -0.173], [-0.102, 0.079, 0.396]]
}

5.
{
  "formula": "C3H15NO4",
  "method": "the ωB97M-V functional and the def2-TZVPD basis",
  "relative_energy_kcal_mol": 30.7,
  "e_tot_ha": -478.97990,
  "molar_mass_g_mol": 129.16,
  "charge": 0,
  "orbital_gap_ev": 10.48,
  "spin_multiplicity": 1,
  "symbols": ["C", "C", "O", "C", "N", "H", "H", "H", "H", "H", "H", "H", "H", "H", "O", "H", "H", "O", "H", "H", "O", "H", "H"],
  "positions_angstrom": [[-1.091161, 1.069013, 1.109839], [0.054956, 0.163350, 0.725042], [0.802747, 0.958086, -0.230040], [-0.347267, -1.132893, 0.020839], [0.880738, -1.977014, -0.067280], [-1.593398, 1.383879, 0.191827], [-1.843049, 0.803795, 1.852758], [-0.714825, 2.011013, 1.420977], [0.740985, 0.110663, 1.573535], [1.348860, 0.457449, -0.849829], [-1.137412, -1.620625, 0.598732], [-0.651825, -0.858315, -0.986111], [0.650476, -2.934874, 0.172842], [1.500879, -1.674075, 0.674147], [4.199317, 4.868886, -0.492424], [5.129903, 4.634489, -0.544719], [3.731879, 4.804742, -1.325709], [-5.664485, -2.347165, 1.320756], [-6.335832, -3.013964, 1.482996], [-5.288725, -2.590445, 0.469335], [2.023951, -0.723190, -2.554851], [1.103532, -0.992451, -2.496713], [2.499754, -1.400354, -2.065948]],
  "forces_ev_per_a": [[-0.832, 0.456, -0.874], [0.271, 1.132, -1.167], [-0.242, 0.544, 0.117], [1.212, -0.006, 1.338], [-0.475, -0.252, 0.149], [-0.330, -0.446, -0.100], [0.265, -0.728, -0.058], [0.803, 0.808, 0.617], [-0.209, -1.034, 0.275], [-0.035, -0.415, 0.182], [-0.108, -0.039, -0.307], [-0.475, -0.039, 0.046], [0.024, -0.028, -0.206], [0.134, -0.040, -0.007], [-0.250, 0.298, 0.904], [-0.277, -0.074, -0.625], [0.528, -0.225, -0.270], [0.077, 0.002, -0.062], [-0.090, -0.047, 0.065], [0.018, 0.045, -0.006], [0.144, 0.374, -0.185], [0.001, -0.185, 0.040], [-0.155, -0.101, 0.133]]
}

| no. | HOMO (eV) |
| --- | --- |
| 1 | -13.180 |
| 2 | -12.408 |
| 3 | -10.151 |
| 4 | -8.146 |
| 5 | -9.863 |